Entry from the OMol25 dataset: a cluster of 2 separate species, C2HBrCl2F2 in total in a non-equilibrium geometry (wB97M-V/def2-TZVPD).

Element x y z (Å)
1 F -1.190419 0.825849 2.191608
2 C -1.826065 1.306330 1.128715
3 F -1.695600 2.608554 1.181772
4 C -2.245122 0.656155 0.049292
5 Cl -2.954200 1.393908 -1.341367
6 Br -2.190224 -1.179508 0.038242
7 Cl 1.054012 0.521849 -0.631595
8 H 0.364225 -0.529072 -0.907795

Cartesian forces (eV/Å) of the 2 atoms listed first:
F -0.785 -0.651 -0.687
C 1.431 0.679 0.010

Results
SMILES = FC(F)=C(Cl)Br.Cl
max |F| = 0.03081 Eh/bohr
orbital gap = 10.188 eV
spin multiplicity = 1

How positive or negative is each atom? The Mulliken charges in e answer that: -0.192 0.576 -0.200 -0.002 -0.138 -0.041 -0.236 0.234

=====

Entry from the OMol25 dataset: an isolated molecule of C2HBrCl2F2 in a non-equilibrium geometry (wB97M-V/def2-TZVPD).

Element x y z (Å)
1 C 1.056800 -0.279005 -0.086513
2 C 0.160236 0.775602 -0.523657
3 F 1.375594 -0.236114 1.175441
4 F 0.397662 1.975920 0.122723
5 Cl 0.303877 -1.863020 -0.458673
6 Cl -3.614861 -0.516117 0.821223
7 Br -1.812274 0.459343 -0.494419
8 H 2.132965 -0.316609 -0.556125

Cartesian forces (eV/Å) of the 2 atoms listed first:
C 3.028 -2.356 -2.270
C -2.688 2.988 1.139

Results
max |F| = 0.08669 Eh/bohr
orbital gap (spin up / spin down) = 8.096 / 7.439 eV
spin multiplicity = 1

How positive or negative is each atom? The Mulliken charges in e answer that: 0.269 0.100 -0.199 -0.150 -0.133 -0.311 0.183 0.242

=====

Number 1: E_tot -102611.419 eV. Number 2: E_tot -102608.479 eV.